Entry 1:
Molecular formula: C48H50BrKN11O
Method: DFT, wB97M-V/def2-TZVPD

The geometry in XYZ format:
```
112
Properties=species:S:1:pos:R:3:forces:R:3:lowdin_charge:R:1
K 0.4731 -1.8614 0.1517 0.5 0.0 -0.1 0.6325
C -0.1419 -5.4114 1.0266 0.1 0.1 0.0 -0.1677
C 1.1692 -5.3979 1.8218 0.0 0.1 -0.1 -0.1048
C 2.4085 -5.0177 1.0523 0.0 0.0 0.0 -0.2747
C 3.3189 -5.9942 0.6536 0.0 0.0 0.0 -0.0122
C 4.4852 -5.6125 0.0142 0.0 0.0 0.0 -0.0507
C 4.7176 -4.2633 -0.2028 0.0 0.0 0.0 -0.0509
C 3.7535 -3.3601 0.2106 -0.1 0.0 0.0 -0.1533
N 2.6166 -3.7206 0.8138 0.0 -0.1 0.0 0.0860
N -0.8606 -4.1367 0.8624 -0.2 -0.3 0.1 -0.2111
C -1.3117 -3.6336 2.1554 -0.1 -0.1 0.0 -0.1456
C -2.1221 -2.3464 2.1605 -0.1 -0.1 -0.1 -0.2740
C -2.6462 -1.9208 3.3792 0.0 0.0 0.0 -0.0227
C -3.4321 -0.7856 3.4122 0.0 0.0 0.0 -0.0532
C -3.6857 -0.1098 2.2264 0.0 0.0 0.0 -0.0524
C -3.1108 -0.5942 1.0676 0.1 0.0 0.0 -0.1232
N -2.3307 -1.6788 1.0295 0.0 -0.1 0.0 0.0819
C -1.9835 -4.4073 -0.0392 0.1 0.1 0.0 -0.1445
C -1.5792 -4.4885 -1.4938 0.1 0.0 0.0 -0.2618
C -2.3107 -5.2875 -2.3668 0.0 0.0 0.0 -0.0154
C -1.9916 -5.2848 -3.7121 0.0 0.0 0.0 -0.0541
C -0.9393 -4.4940 -4.1493 0.0 0.0 0.0 -0.0577
C -0.2566 -3.7466 -3.2075 0.0 0.0 0.1 -0.1374
N -0.5624 -3.7311 -1.9088 0.0 0.0 0.0 0.0974
H -0.8175 -6.1361 1.5077 0.0 0.0 0.0 0.1247
H 0.0668 -5.7919 0.0244 0.0 0.0 0.0 0.1301
H 1.3098 -6.4067 2.2117 0.0 0.0 0.0 0.1185
H 1.0970 -4.7412 2.6903 0.0 0.0 0.0 0.0980
H 3.1160 -7.0379 0.8560 0.0 0.0 0.0 0.1160
H 5.2098 -6.3556 -0.2955 0.0 0.0 0.0 0.1131
H 5.6274 -3.9197 -0.6772 0.0 0.0 0.0 0.1045
H 3.8827 -2.2920 0.0489 0.0 0.0 0.0 0.0786
H -0.4299 -3.4577 2.7774 0.0 0.0 0.0 0.1091
H -1.9079 -4.3946 2.6881 0.0 0.0 0.0 0.1412
H -2.4448 -2.4826 4.2837 0.0 0.0 0.0 0.1211
H -3.8527 -0.4371 4.3472 0.0 0.0 0.0 0.1142
H -4.3117 0.7720 2.2006 0.0 0.0 0.0 0.1117
H -3.2639 -0.0878 0.1199 0.0 0.0 0.0 0.1184
H -2.7037 -3.5976 0.0357 0.0 0.0 0.0 0.1145
H -2.4998 -5.3359 0.2479 0.0 0.0 0.0 0.1304
H -3.1193 -5.9021 -1.9915 0.0 0.0 0.0 0.1170
H -2.5499 -5.8958 -4.4099 0.0 0.0 0.0 0.1126
H -0.6503 -4.4662 -5.1908 0.0 0.0 0.0 0.1059
H 0.5879 -3.1295 -3.5008 0.0 0.0 0.0 0.0919
C -6.3524 10.6878 -1.5500 0.0 0.0 0.0 -0.0697
O -5.9716 10.1247 -0.3022 0.0 0.0 0.0 -0.0701
C -5.2857 8.9615 -0.3206 0.0 0.0 0.0 -0.2798
C -4.9496 8.2637 -1.4779 0.0 0.0 0.0 -0.0034
C -4.2424 7.0754 -1.3813 0.0 0.0 0.0 -0.0130
C -3.8606 6.5624 -0.1483 0.0 0.0 0.0 -0.1605
C -4.2063 7.2726 1.0042 0.0 0.0 0.0 -0.0268
C -4.9077 8.4552 0.9239 0.0 0.0 0.0 0.0067
C -3.1144 5.3025 -0.0998 0.0 0.0 0.0 -0.2549
N -2.8080 4.5608 -1.1386 0.0 0.0 0.0 0.1907
C -2.1162 3.4930 -0.6288 0.0 0.0 -0.1 -0.1764
C -1.9971 3.5842 0.7328 0.0 0.0 0.0 -0.1323
N -2.6417 4.7521 1.0647 0.0 0.0 0.1 0.1838
C -1.3391 2.6016 1.5321 0.0 0.0 0.0 -0.0804
C -1.2318 2.6578 2.9285 0.0 0.0 0.0 -0.0024
C -0.6092 1.6355 3.5927 0.0 0.0 0.0 -0.0386
C -0.0934 0.5710 2.8445 0.0 0.0 0.0 -0.1380
N -0.1673 0.4935 1.5318 -0.1 0.3 0.0 0.0840
C -0.7804 1.4931 0.8627 0.0 0.0 0.1 -0.1604
C -0.8768 1.3928 -0.5980 0.0 0.0 -0.1 -0.1582
N -0.3112 0.3258 -1.2028 0.0 0.3 -0.1 0.0518
C -0.3989 0.2272 -2.5150 0.0 -0.1 0.0 -0.1398
C -1.0540 1.1603 -3.3262 0.0 0.0 0.0 -0.0349
C -1.6325 2.2492 -2.7278 0.0 0.0 0.0 0.0126
C -1.5484 2.3840 -1.3356 0.0 0.0 0.0 -0.0770
H -6.8639 11.6159 -1.3176 0.0 0.0 0.0 0.0945
H -7.0314 10.0256 -2.0910 0.0 0.0 0.0 0.0967
H -5.4786 10.9007 -2.1691 0.0 0.0 0.0 0.0967
H -5.2329 8.6332 -2.4523 0.0 0.0 0.0 0.1053
H -3.9766 6.5259 -2.2749 0.0 0.0 0.0 0.1146
H -3.9371 6.9065 1.9888 0.0 0.0 0.0 0.1046
H -5.1811 9.0104 1.8116 0.0 0.0 0.0 0.1239
H -2.7206 5.1566 1.9803 0.0 0.0 0.0 0.1454
H -1.6427 3.4992 3.4743 0.0 0.0 0.0 0.1158
H -0.5110 1.6419 4.6697 0.0 0.0 0.0 0.1112
H 0.4170 -0.2442 3.3440 0.0 0.0 0.0 0.0920
H 0.0721 -0.6467 -2.9555 0.0 0.0 0.0 0.0850
H -1.0930 1.0184 -4.3977 0.0 0.0 0.0 0.1088
H -2.1523 3.0114 -3.2944 0.0 0.0 0.0 0.1218
Br 6.7491 -1.9671 4.4791 0.0 0.0 0.0 0.7791
C 5.0996 -1.5795 3.6539 0.1 0.0 0.0 -0.6914
C 3.9593 -2.2657 4.0339 0.0 0.0 0.0 -0.1003
C 2.7786 -1.9488 3.3831 0.0 0.0 -0.1 -0.1579
N 2.6773 -1.0283 2.4252 0.0 -0.1 0.1 0.0574
C 3.7880 -0.3752 2.0904 -0.1 0.0 0.0 -0.1401
C 5.0261 -0.6115 2.6702 0.0 0.0 0.0 -0.1017
H 3.9917 -3.0251 4.8021 0.0 0.0 0.0 0.1056
H 1.8672 -2.4825 3.6402 0.0 0.0 0.0 0.1000
H 3.6877 0.3621 1.3015 0.0 0.0 0.0 0.0958
H 5.9033 -0.0605 2.3618 0.0 0.0 0.0 0.1047
C 3.9635 0.6373 -3.6388 0.0 0.0 0.0 -0.0454
C 4.3723 0.1682 -2.2386 0.0 0.0 0.0 -0.6342
C 5.4899 -0.8642 -2.3310 0.0 0.0 0.0 -0.0438
C 4.8394 1.3629 -1.4138 0.0 0.0 0.0 -0.0415
N 3.2415 -0.4153 -1.4857 -0.1 -0.1 0.0 -0.0745
N 2.5340 -1.4720 -2.1204 -0.1 0.0 0.0 0.0004
H 4.7820 1.1853 -4.1073 0.0 0.0 0.0 0.0889
H 3.0980 1.3036 -3.5855 0.0 0.0 0.0 0.0860
H 3.7217 -0.1991 -4.2988 0.0 0.0 0.0 0.0731
H 6.3396 -0.4515 -2.8765 0.0 0.0 0.0 0.0906
H 5.1649 -1.7624 -2.8615 0.0 0.0 0.0 0.0771
H 5.8253 -1.1501 -1.3311 0.0 0.0 0.0 0.0789
H 5.6949 1.8434 -1.8887 0.0 0.0 0.0 0.0913
H 5.1347 1.0411 -0.4135 0.0 0.0 0.0 0.0671
H 4.0438 2.1078 -1.3199 0.0 0.0 0.0 0.0888
H 2.5551 0.3114 -1.3056 0.0 0.0 0.0 0.0966
H 3.0625 -2.3310 -2.0215 0.0 0.0 0.0 0.0565
H 2.4141 -1.2943 -3.1153 0.0 0.0 0.0 0.0615
```
Positions in Å, forces in eV/Å.

- total charge = +1
- LUMO (eV) = -2.0
- E_tot (a.u.) = -5710.56538

Entry 2:
Molecular formula: C6H5IN2S
Method: DFT, wB97M-V/def2-TZVPD

The geometry in XYZ format:
```
15
Properties=species:S:1:pos:R:3:forces:R:3:lowdin_charge:R:1
C -0.7844 1.3220 0.3788 1.3 -0.7 -1.5 -0.1480
C -1.3865 2.5326 0.4552 0.2 1.4 0.1 -0.4083
C -1.6866 0.2623 -0.0062 -1.0 1.0 0.5 -0.3445
C -1.2102 -1.0703 -0.0900 0.4 -2.0 0.2 -0.3042
C -2.9792 0.7298 -0.1670 0.0 0.2 0.6 -0.9882
C 0.2558 -1.3721 -0.1586 -0.8 -1.4 -1.5 -0.0355
N -2.1012 -2.0204 -0.1918 -1.2 0.6 -0.5 -0.0682
N -3.1414 -2.4850 -0.3476 1.6 -0.7 0.3 0.0828
S -3.0865 2.4178 0.1594 0.7 0.0 0.1 0.8932
I -4.8525 -0.2291 -0.1474 0.0 0.6 -0.2 0.9002
H 0.3219 1.0817 0.2690 -1.6 1.1 0.7 0.1234
H -0.9121 3.5453 0.5756 -0.6 -1.4 0.0 0.0901
H 0.5687 -1.1764 -1.1705 0.3 0.2 -0.7 0.0794
H 0.7657 -0.6501 0.3955 1.1 0.3 1.4 0.0297
H 0.5620 -2.4272 -0.0210 -0.4 0.7 0.6 0.0981
```
Positions in Å, forces in eV/Å.

- LUMO (eV) = 0.3
- E_tot (a.u.) = -1036.92507

Entry 3:
Molecular formula: C6H6O
Method: DFT, wB97M-V/def2-TZVPD

The geometry in XYZ format:
```
13
Properties=species:S:1:pos:R:3:forces:R:3:lowdin_charge:R:1
O -0.1315 -0.0159 1.7136 -0.4 0.2 0.0 -0.0074
C 0.4152 -0.4459 0.5102 -0.3 -0.2 -0.1 -0.4661
C -0.5816 -0.7054 -0.6123 -0.2 -0.1 -0.1 -0.1686
C -1.4667 0.4378 -0.7911 -0.5 0.4 -0.1 -0.1437
C -2.1990 1.3898 -0.8632 0.3 -0.3 0.0 0.1237
C 1.4881 0.5388 0.0288 0.7 -1.1 0.5 -0.0496
C 2.6153 0.1021 0.1519 0.3 0.4 -0.1 0.1427
H -0.4586 0.8802 1.5536 -0.2 0.0 0.2 0.0963
H 0.8879 -1.4091 0.7422 -0.2 0.3 0.0 0.1377
H -1.1546 -1.5996 -0.3535 -0.1 0.1 -0.1 0.1255
H -0.0161 -0.9129 -1.5292 -0.2 0.0 0.1 0.1283
H -2.8627 2.2181 -0.9608 0.1 -0.1 0.0 0.0270
H 3.4644 -0.4781 0.4099 0.7 0.4 -0.2 0.0542
```
Positions in Å, forces in eV/Å.

- SMILES = C#CC[C@H](O)C#C
- LUMO (eV) = 0.3
- E_tot (a.u.) = -307.26493

Entry 4:
Molecular formula: H22O11
Method: DFT, wB97M-V/def2-TZVPD

The geometry in XYZ format:
```
33
Properties=species:S:1:pos:R:3:forces:R:3:lowdin_charge:R:1
O 0.3808 0.4159 -2.7468 0.1 -0.5 -0.7 -0.0594
H 0.9809 1.1424 -2.6697 0.4 1.0 -0.3 0.0205
H 0.2214 0.1638 -1.8263 -0.5 -0.1 0.3 -0.0422
O -4.0458 1.7115 1.3822 -2.1 0.2 0.1 -0.0466
H -3.8885 2.6499 1.3623 0.5 0.2 -0.1 0.0289
H -3.2762 1.1897 1.2286 1.0 -0.1 0.0 -0.0506
O 1.6193 -0.5495 1.8717 -0.3 0.1 0.2 -0.0517
H 0.8099 -0.9214 2.2560 0.3 -0.5 -0.2 0.0494
H 2.1129 -1.2661 1.4497 0.1 0.0 0.5 0.0630
O -0.8470 -2.1525 1.3426 -1.0 -0.3 1.6 -0.0551
H -0.5667 -1.6148 0.6142 0.2 0.3 -1.2 -0.0330
H -1.8001 -1.9385 1.3924 0.6 -0.6 -0.2 0.0549
O -2.6032 0.8109 -1.7138 -0.2 1.4 0.4 -0.0420
H -2.3429 1.4974 -1.0734 0.1 -0.5 -0.2 0.0579
H -3.3379 1.2623 -2.1519 -0.1 -0.4 -0.2 0.0791
O -1.6832 0.5711 1.6358 1.3 0.9 1.3 -0.0569
H -1.5878 0.0452 2.4592 -0.2 0.2 -0.7 0.1066
H -1.1130 1.3597 1.8231 -0.8 -0.7 0.0 0.1179
O -2.4396 -1.8458 -1.3627 -0.2 2.0 -0.3 -0.1096
H -1.8450 -1.8026 -2.1371 -0.3 -0.2 0.6 0.0396
H -2.6988 -0.8587 -1.2958 0.5 -2.1 -0.2 0.0201
O 2.6735 1.7413 0.8621 -1.0 1.7 -1.8 -0.0641
H 2.1159 1.2842 1.4811 -0.2 -0.6 0.6 -0.0243
H 2.0266 2.2534 0.2843 1.4 -0.9 1.1 0.0692
O -0.0032 -0.1363 -0.2708 0.5 -0.5 -1.8 -0.0417
H 0.8155 -0.2482 0.1976 0.9 0.1 0.7 0.0200
H -0.6091 0.2619 0.3247 -1.0 0.4 1.0 -0.0136
O 3.0727 -0.5093 -1.7419 -0.4 0.0 -0.3 -0.0328
H 3.2068 -0.9439 -2.5849 0.7 -0.6 -0.2 0.0568
H 2.2227 -0.1288 -1.9780 -0.5 0.3 0.3 -0.0071
O 4.3706 -0.8902 0.6913 1.2 -0.2 1.4 -0.0336
H 4.4642 -1.8384 0.6924 0.2 -0.5 -0.1 0.0361
H 3.5942 -0.7155 0.2020 -1.0 0.6 -1.4 -0.0556
```
Positions in Å, forces in eV/Å.

- SMILES = O.O.O.O.O.O.O.O.O.O.O
- LUMO (eV) = -0.6
- E_tot (a.u.) = -840.79344